Here is a cluster of 2 separate species, CH3NO5 in total at a distorted geometry from OMol25. Energies are from wB97M-V/def2-TZVPD.

Its SMILES is O=C(O)O.O=NO. Its energy above the lowest of the compared OMol25 structures with the same formula, charge and spin is 66.4 kJ/mol. The gap between HOMO and LUMO comes out at 10.507 eV. As for the electronic energy: -470.7706 a.u. The calculation puts the molar mass at 109.04 g mol⁻¹.

XYZ file:
```
10
Properties=species:S:1:pos:R:3:lowdin_charge:R:1
O -0.27624 -1.17184 -0.71347 0.0516
C -0.00939 -0.52748 0.29518 -0.6968
O -0.90134 -0.38925 1.28579 0.1307
O 1.17460 -0.05314 0.63091 0.1707
H -0.84545 0.37047 1.89879 0.1467
H 1.78249 -0.50005 0.09723 0.1061
O -0.94732 2.44146 -0.31085 0.0655
N -0.69412 1.33758 -0.70064 -0.1722
O -1.28940 0.94418 -1.83802 0.0119
H -1.11054 -0.14154 -1.89045 0.1858
```

Here is a structure of composition C4H7NO from OMol25. Energies are from wB97M-V/def2-TZVPD.

Its energy above the lowest of the compared OMol25 structures with the same formula, charge and spin is 500.8 kJ/mol. The gap between HOMO and LUMO comes out at 9.936 eV. As for the electronic energy: -286.4409 a.u. The calculation puts the molar mass at 85.11 g mol⁻¹.

XYZ file:
```
13
Properties=species:S:1:pos:R:3:lowdin_charge:R:1
O -1.47826 1.26434 -0.46339 -0.0204
C -0.13178 0.96722 -0.26239 -0.3436
C 0.26967 0.37708 1.12250 -0.0653
C 0.54059 -0.97507 0.42858 -0.3400
N -0.60376 -1.50253 -0.19854 0.0635
C 0.33086 -0.33844 -0.91255 -0.1689
H -1.94278 0.45118 -0.20359 0.0908
H 0.45494 1.83592 -0.56538 0.1478
H -0.51852 0.37360 1.87869 0.1118
H 1.17523 0.83953 1.52789 0.1092
H 1.41557 -1.59959 0.61756 0.1343
H -0.57822 -1.10485 -1.33983 0.1326
H 1.08574 -0.52142 -1.67146 0.1482
```

Here is a cluster of 8 separate species, C19H52ClO11 in total at a distorted geometry from OMol25. Energies are from wB97M-V/def2-TZVPD.

Its energy above the lowest of the compared OMol25 structures with the same formula, charge and spin is 97.6 kJ/mol. The gap between HOMO and LUMO comes out at 9.753 eV. As for the electronic energy: -2042.7233 a.u. The calculation puts the molar mass at 492.07 g mol⁻¹. Its net charge is -1.

XYZ file:
```
83
Properties=species:S:1:pos:R:3:lowdin_charge:R:1
Cl 0.47010 0.12158 -0.66513 0.6869
O -0.71926 0.70131 -1.24184 -0.3536
O 0.48322 0.56003 0.74121 -0.3590
O 0.37620 -1.32122 -0.70903 -0.3521
O 1.63640 0.57420 -1.37354 -0.3585
C 0.80993 -2.69043 2.86214 -0.0544
C -0.30020 -1.79765 3.42353 -0.4530
C -1.58655 -2.50429 3.75340 -0.0727
O 0.23433 -1.35593 4.70442 -0.0741
H 1.71884 -2.11632 2.69032 0.0817
H 0.55824 -3.17334 1.91317 0.0734
H 1.05213 -3.48259 3.57632 0.0717
H -0.47446 -0.95720 2.75361 0.1235
H -1.40440 -3.38073 4.37712 0.0798
H -2.13764 -2.80545 2.85091 0.0762
H -2.30519 -1.79268 4.16899 0.0705
H 0.01945 -2.03004 5.35192 0.0635
C 0.86111 -4.48701 -4.20784 -0.0554
C 0.30713 -3.48813 -3.19994 -0.5137
C -1.16752 -3.19691 -3.29396 -0.0624
O 0.69714 -3.94805 -1.91037 -0.0551
H 0.85440 -4.04057 -5.20215 0.0689
H 0.24195 -5.39074 -4.19649 0.0759
H 1.85141 -4.81300 -3.89893 0.0759
H 0.79338 -2.51932 -3.39328 0.1070
H -1.44112 -2.32294 -2.69790 0.0644
H -1.76081 -4.00890 -2.84977 0.0815
H -1.55753 -3.07190 -4.30593 0.0758
H 0.47991 -3.23198 -1.29430 0.0450
C -3.44638 3.23104 4.35980 -0.0577
C -2.73840 2.10720 3.57742 -0.4949
C -1.97596 2.62777 2.39262 -0.0557
O -1.88551 1.38768 4.48485 -0.0475
H -4.00257 2.82873 5.20220 0.0678
H -4.01412 3.89663 3.70890 0.0742
H -2.60476 3.84390 4.70018 0.0797
H -3.49081 1.38628 3.22650 0.1191
H -1.37069 1.84833 1.92151 0.0659
H -1.22562 3.37835 2.66871 0.0813
H -2.58941 3.09284 1.62117 0.0822
H -2.50315 0.91621 5.05215 0.0766
C 6.35590 1.56085 0.16836 -0.0638
C 4.84929 1.53258 0.35014 -0.4872
C 4.18947 2.67144 -0.41420 -0.0610
O 4.33595 0.32176 -0.20482 -0.0590
H 6.85083 0.66658 0.54375 0.0748
H 6.82783 2.49984 0.45247 0.0723
H 6.49588 1.48784 -0.91943 0.0802
H 4.57117 1.48893 1.40808 0.1181
H 4.64011 3.63944 -0.15570 0.0765
H 3.12684 2.81662 -0.21938 0.0721
H 4.37354 2.54756 -1.48223 0.0904
H 3.59091 0.51986 -0.78231 0.0342
C -5.06186 -0.87373 1.09915 -0.0601
C -4.68706 0.33414 0.25567 -0.4959
C -3.82932 -0.07230 -0.95074 -0.0521
O -5.77897 1.14905 -0.17829 -0.0569
H -4.15461 -1.30958 1.52606 0.0687
H -5.58693 -1.65294 0.54304 0.0766
H -5.64838 -0.60555 1.98199 0.0731
H -4.07515 1.02694 0.84357 0.1180
H -4.54564 -0.63108 -1.57261 0.0794
H -2.99937 -0.71110 -0.66276 0.0732
H -3.50296 0.81247 -1.48763 0.0789
H -6.22059 0.63905 -0.87302 0.0804
C 2.19962 -0.61642 -4.92960 -0.0519
C 1.24647 0.55416 -5.16212 -0.4682
C -0.25052 0.21029 -5.04608 -0.0560
O 1.47790 1.56596 -4.18493 -0.0661
H 1.77670 -1.57267 -5.24848 0.0606
H 2.57786 -0.68527 -3.91103 0.0786
H 3.08998 -0.49765 -5.55717 0.0703
H 1.40720 0.90859 -6.18187 0.1261
H -0.65277 -0.44306 -5.82955 0.0727
H -0.79186 1.14814 -5.17631 0.0754
H -0.46758 -0.20481 -4.06114 0.0649
H 1.33084 1.18072 -3.30945 0.0382
C 2.95897 3.45354 3.16997 -0.1728
O 1.71808 2.83657 2.85803 -0.1117
H 2.83659 3.82141 4.18681 0.0744
H 3.87715 2.87086 3.05616 0.0586
H 3.12986 4.31811 2.51366 0.0724
H 1.67545 2.71811 1.90132 0.0550
```

Here is a cluster of 4 separate species, C4H16O4 in total at a distorted geometry from OMol25. Energies are from wB97M-V/def2-TZVPD.

Its SMILES is CO.CO.CO.CO. Its energy above the lowest of the compared OMol25 structures with the same formula, charge and spin is 248.1 kJ/mol. The gap between HOMO and LUMO comes out at 10.008 eV. As for the electronic energy: -462.8675 a.u. The calculation puts the molar mass at 128.17 g mol⁻¹.

XYZ file:
```
24
Properties=species:S:1:pos:R:3:lowdin_charge:R:1
C 0.54131 -4.89671 0.30500 -0.1453
O -0.11229 -4.25217 -0.84932 -0.1588
H -0.05867 -5.64915 0.83069 0.0623
H 1.46304 -5.42294 0.00700 0.0687
H 0.80096 -4.17712 1.09534 0.0682
H -0.34952 -3.31018 -0.64968 0.0402
C 1.78233 0.91525 0.63708 -0.1536
O 1.14988 0.63274 -0.62613 -0.1475
H 2.45856 1.79052 0.65896 0.0730
H 1.09085 0.90680 1.50269 0.0848
H 2.51068 0.03249 0.80221 0.1079
H 0.50944 1.34184 -0.79513 0.0658
C -1.72486 -0.58862 -0.14088 -0.1586
O -0.69294 -1.51491 0.07100 -0.1558
H -1.51851 0.28401 0.44101 0.0637
H -1.77258 -0.34684 -1.20785 0.0894
H -2.63713 -1.05068 0.20609 0.0825
H 0.10672 -0.93731 -0.12448 0.0751
C -0.91086 4.47975 -0.43739 -0.1360
O 0.18046 3.65687 -0.01445 -0.1213
H -1.76584 3.91751 -0.47791 0.0435
H -1.23048 5.16341 0.32693 0.0764
H -0.85318 4.91233 -1.41946 0.0819
H 1.03265 4.11313 -0.14133 0.0936
```

Here is a structure of composition C24H56F2GaN6O9S at a distorted geometry from OMol25. Energies are from wB97M-V/def2-TZVPD.

The gap between HOMO and LUMO comes out at 6.987 eV. As for the electronic energy: -4476.5500 a.u. The calculation puts the molar mass at 712.53 g mol⁻¹. Its net charge is -1.

XYZ file:
```
99
Properties=species:S:1:pos:R:3:lowdin_charge:R:1
C 0.09280 -2.53149 -2.34371 -0.1253
O -0.51832 -1.68117 -3.29374 -0.1969
C -1.83009 -1.23576 -2.93922 -0.2188
C -2.85949 -1.77855 -3.92665 -0.1644
C -3.43827 -3.16049 -3.54192 -0.2147
C -4.92627 -3.09038 -3.17474 -0.2844
C -5.16590 -2.57642 -1.72276 -0.2570
Ga -6.20565 -0.86727 -1.66161 0.3401
F -5.09495 0.44132 -2.26178 -0.3637
S -8.09706 -1.02349 -3.09423 0.5236
O -9.10261 -1.88375 -2.52243 -0.3989
O -7.79162 -1.24469 -4.48484 -0.3878
F -8.78655 0.46052 -3.06686 -0.3030
H -0.06768 -2.19891 -1.31976 0.0573
H 1.17134 -2.47939 -2.51859 0.0796
H -0.22025 -3.57483 -2.45971 0.0849
H -1.82751 -0.14464 -2.93006 0.1199
H -2.08442 -1.58330 -1.93503 0.1092
H -2.32700 -1.88563 -4.87585 0.1050
H -3.66246 -1.06123 -4.09975 0.1040
H -2.85161 -3.62103 -2.74339 0.1017
H -3.35315 -3.80374 -4.42443 0.0969
H -5.39056 -2.41179 -3.89172 0.0703
H -5.37314 -4.07941 -3.29321 0.0966
H -5.70808 -3.34214 -1.16420 0.0370
H -4.21612 -2.40508 -1.21248 0.0380
H -6.76855 -0.48030 -0.22062 -0.0566
C -4.70296 3.31241 -0.15220 -0.3527
O -3.57806 3.19465 0.29303 0.0080
N -5.81290 3.47459 0.59746 -0.1942
C -7.12225 3.59384 -0.00499 -0.0599
C -5.69405 3.51209 2.04236 -0.0377
H -4.92255 3.28060 -1.23115 0.1308
H -7.58043 4.55091 0.26332 0.0820
H -7.77241 2.78324 0.33352 0.0845
H -7.03625 3.53452 -1.08770 0.0857
H -5.05775 4.34201 2.35225 0.0922
H -5.24739 2.58565 2.40609 0.0969
H -6.68338 3.63012 2.47491 0.0557
C 1.91769 -2.93186 0.60851 -0.3433
O 0.70399 -3.00229 0.57029 0.0038
N 2.73649 -3.95228 0.92570 -0.1864
C 4.17773 -3.79199 0.95462 -0.0702
C 2.14667 -5.23843 1.24326 -0.0448
H 2.46142 -1.99952 0.38015 0.1406
H 4.65430 -4.46639 0.24720 0.0848
H 4.54863 -4.00776 1.96274 0.0714
H 4.43702 -2.77568 0.68862 0.0622
H 1.56269 -5.60655 0.39882 0.0921
H 1.47635 -5.14789 2.09952 0.0893
H 2.93774 -5.94848 1.47375 0.0819
C 5.77228 -1.78871 -2.09153 -0.3317
O 5.34938 -2.73722 -1.44933 -0.0093
N 6.99245 -1.24912 -1.95185 -0.1856
C 7.42400 -0.12085 -2.75615 -0.0613
C 7.90755 -1.80629 -0.96396 -0.0383
H 5.16126 -1.28235 -2.85641 0.1384
H 8.30872 -0.39564 -3.33699 0.0885
H 7.66571 0.72521 -2.11494 0.0656
H 6.63276 0.18200 -3.43626 0.0810
H 8.10443 -2.85504 -1.18572 0.0972
H 7.47316 -1.75187 0.02664 0.0626
H 8.84113 -1.24928 -0.98569 0.0879
C -8.66751 3.28876 4.28929 -0.3737
O -7.99299 4.05445 4.95069 0.0067
N -9.87194 3.58754 3.76449 -0.1986
C -10.62695 2.63191 2.97781 -0.0563
C -10.41842 4.91190 3.99719 -0.0460
H -8.33729 2.26295 4.05350 0.1362
H -10.79995 3.01887 1.97186 0.0896
H -11.59198 2.43067 3.44797 0.0863
H -10.07379 1.69854 2.90000 0.0863
H -9.74666 5.67334 3.59929 0.0910
H -10.53353 5.09108 5.06688 0.0898
H -11.38678 4.99225 3.50928 0.0833
C 8.41809 -1.79802 2.65336 -0.3526
O 8.57818 -2.69414 1.84731 0.0075
N 7.69686 -1.90679 3.78412 -0.1948
C 7.53180 -0.80095 4.70455 -0.0600
C 7.06561 -3.18202 4.08191 -0.0308
H 8.85872 -0.79444 2.51636 0.1348
H 7.92912 -1.06182 5.68769 0.0881
H 6.47509 -0.54778 4.80910 0.0911
H 8.06512 0.07136 4.33208 0.0803
H 7.81903 -3.96644 4.15853 0.0943
H 6.37474 -3.45444 3.28496 0.0725
H 6.52381 -3.10515 5.02121 0.0880
C 6.85176 3.92836 -2.40453 -0.3432
O 6.35844 2.82467 -2.52525 0.0125
N 7.21175 4.47483 -1.22621 -0.1996
C 7.79384 5.79727 -1.13427 -0.0621
C 7.00012 3.70204 -0.01405 -0.0394
H 7.04523 4.58827 -3.26712 0.1341
H 8.78911 5.74555 -0.68740 0.0875
H 7.16710 6.44739 -0.52051 0.0895
H 7.87915 6.23175 -2.12805 0.0814
H 7.55419 2.76363 -0.06229 0.0859
H 5.94286 3.46294 0.10201 0.0965
H 7.33802 4.27841 0.84371 0.0841
```

Here is the molecule C3HNO3 at a distorted geometry from OMol25. Energies are from wB97M-V/def2-TZVPD.

Its SMILES is N#CC(=O)OC=O. Its energy above the lowest of the compared OMol25 structures with the same formula, charge and spin is 92.1 kJ/mol. The gap between HOMO and LUMO comes out at 9.559 eV. As for the electronic energy: -395.3424 a.u. The calculation puts the molar mass at 99.05 g mol⁻¹.

XYZ file:
```
8
Properties=species:S:1:pos:R:3:lowdin_charge:R:1
N -1.28838 3.23011 -2.55767 0.2338
C -1.49456 2.66040 -1.58786 -0.0869
C -1.68387 1.95167 -0.36405 -0.2593
O -2.35255 2.05509 0.58019 0.2502
O -0.59995 0.72527 -0.52632 0.0194
C -0.16822 0.10619 0.55365 -0.4051
O -0.33906 0.39287 1.69390 0.0993
H 0.43320 -0.76052 0.20725 0.1486
```

What did the first record say?
Here is a cluster of 2 separate species, CH3NO5 in total at a distorted geometry from OMol25. Energies are from wB97M-V/def2-TZVPD.

Its SMILES is O=C(O)O.O=NO. Its energy above the lowest of the compared OMol25 structures with the same formula, charge and spin is 66.4 kJ/mol. The gap between HOMO and LUMO comes out at 10.507 eV. As for the electronic energy: -470.7706 a.u. The calculation puts the molar mass at 109.04 g mol⁻¹.

XYZ file:
```
10
Properties=species:S:1:pos:R:3:lowdin_charge:R:1
O -0.27624 -1.17184 -0.71347 0.0516
C -0.00939 -0.52748 0.29518 -0.6968
O -0.90134 -0.38925 1.28579 0.1307
O 1.17460 -0.05314 0.63091 0.1707
H -0.84545 0.37047 1.89879 0.1467
H 1.78249 -0.50005 0.09723 0.1061
O -0.94732 2.44146 -0.31085 0.0655
N -0.69412 1.33758 -0.70064 -0.1722
O -1.28940 0.94418 -1.83802 0.0119
H -1.11054 -0.14154 -1.89045 0.1858
```

Q: The highest gap between HOMO and LUMO belongs to which entry?
A: CH3NO5

Q: Look up the gap between HOMO and LUMO of the fourth one.
A: 10.008 eV

Copy entry 4 word for word.
Here is a cluster of 4 separate species, C4H16O4 in total at a distorted geometry from OMol25. Energies are from wB97M-V/def2-TZVPD.

Its SMILES is CO.CO.CO.CO. Its energy above the lowest of the compared OMol25 structures with the same formula, charge and spin is 248.1 kJ/mol. The gap between HOMO and LUMO comes out at 10.008 eV. As for the electronic energy: -462.8675 a.u. The calculation puts the molar mass at 128.17 g mol⁻¹.

XYZ file:
```
24
Properties=species:S:1:pos:R:3:lowdin_charge:R:1
C 0.54131 -4.89671 0.30500 -0.1453
O -0.11229 -4.25217 -0.84932 -0.1588
H -0.05867 -5.64915 0.83069 0.0623
H 1.46304 -5.42294 0.00700 0.0687
H 0.80096 -4.17712 1.09534 0.0682
H -0.34952 -3.31018 -0.64968 0.0402
C 1.78233 0.91525 0.63708 -0.1536
O 1.14988 0.63274 -0.62613 -0.1475
H 2.45856 1.79052 0.65896 0.0730
H 1.09085 0.90680 1.50269 0.0848
H 2.51068 0.03249 0.80221 0.1079
H 0.50944 1.34184 -0.79513 0.0658
C -1.72486 -0.58862 -0.14088 -0.1586
O -0.69294 -1.51491 0.07100 -0.1558
H -1.51851 0.28401 0.44101 0.0637
H -1.77258 -0.34684 -1.20785 0.0894
H -2.63713 -1.05068 0.20609 0.0825
H 0.10672 -0.93731 -0.12448 0.0751
C -0.91086 4.47975 -0.43739 -0.1360
O 0.18046 3.65687 -0.01445 -0.1213
H -1.76584 3.91751 -0.47791 0.0435
H -1.23048 5.16341 0.32693 0.0764
H -0.85318 4.91233 -1.41946 0.0819
H 1.03265 4.11313 -0.14133 0.0936
```